The following is a DFT calculation (wB97M-V/def2-TZVPD) of C9H19CdNO4P as an isolated structure in a non-equilibrium geometry.

The net charge is +1. The highest occupied orbital energy is -11.502 eV. The calculation puts the LUMO energy at -8.544 eV. For the energy, the calculation gives -33156.0887 eV.

Geometry (Å):
C 0.223 1.174 4.105
C -0.472 1.656 2.711
O -0.819 0.450 1.988
N 0.080 0.229 0.963
C -0.537 -0.920 0.202
O -1.890 -0.707 -0.176
C -2.087 0.096 -1.352
C -1.786 1.685 -1.140
C -0.587 -2.119 1.321
O 0.334 -2.328 2.158
O -1.699 -2.937 1.305
P 0.629 -1.578 -1.152
C 2.282 -2.094 -0.320
C 1.147 -0.245 -2.391
C 0.769 -0.837 -3.870
H 1.331 1.032 3.871
H -0.203 0.151 4.370
H -0.001 1.990 4.869
H -1.377 2.352 2.883
H 0.309 2.215 2.050
H 1.006 -0.041 1.339
H -3.226 0.068 -1.564
H -1.612 -0.309 -2.317
H -2.012 2.291 -2.093
H -2.436 2.038 -0.271
H -0.694 1.895 -0.874
H 2.187 -3.055 0.282
H 3.004 -2.249 -1.213
H 2.747 -1.222 0.286
H 2.276 -0.039 -2.409
H 0.598 0.758 -2.257
H 1.166 -1.921 -3.869
H -0.371 -0.935 -4.012
H 1.288 -0.278 -4.716
Cd 0.435 3.734 1.293

=====

The following is a DFT calculation (wB97M-V/def2-TZVPD) of a 8-piece molecular cluster, C10H35BF4NO7 overall in a non-equilibrium geometry.

The net charge is -1. The highest occupied orbital energy is -6.968 eV. The calculation puts the LUMO energy at 2.752 eV. The value obtained for the energy relative to the best compared isomer or geometry (same formula, charge and spin) is 48.88 kcal/mol. For the energy, the calculation gives -38313.1530 eV.

Geometry (Å):
B 3.275 -7.796 11.471
F 2.916 -7.142 12.571
F 4.110 -7.003 10.691
F 3.909 -8.906 11.989
F 2.111 -8.088 10.719
C 6.493 -10.670 10.154
C 5.163 -11.283 9.707
O 4.233 -10.377 9.451
H 7.251 -11.423 10.369
H 6.308 -10.280 11.154
H 6.807 -9.855 9.500
H 4.737 -12.051 10.353
H 5.285 -11.793 8.752
H 3.966 -10.039 10.309
C 3.689 -7.239 17.086
C 2.898 -7.108 15.783
O 2.948 -8.208 14.925
H 3.389 -6.430 17.752
H 4.757 -7.265 16.867
H 3.388 -8.125 17.646
H 3.450 -6.294 15.312
H 1.863 -6.835 15.986
H 2.968 -8.002 13.988
C -1.385 -9.411 10.154
C -2.413 -9.466 8.907
O -3.693 -9.586 9.353
H -1.466 -8.540 10.804
H -0.384 -9.263 9.749
H -1.463 -10.221 10.878
H -2.145 -10.284 8.238
H -2.261 -8.692 8.154
H -3.970 -10.481 9.145
O 0.172 -6.651 11.613
H 0.810 -7.358 11.511
H 0.573 -5.901 11.175
O 3.102 -4.678 12.820
H 3.574 -4.031 12.295
H 3.277 -5.513 12.387
O 1.246 -9.671 12.894
H 1.988 -9.133 12.620
H 0.914 -9.240 13.682
C 3.631 -5.873 7.320
C 5.145 -5.901 7.231
C 5.812 -4.579 7.800
O 5.499 -3.294 7.257
C 5.885 -3.244 5.859
N 5.695 -7.015 8.038
H 3.264 -6.844 6.987
H 3.123 -5.267 6.569
H 3.224 -5.617 8.298
H 5.397 -6.057 6.182
H 6.899 -4.661 7.771
H 5.545 -4.449 8.849
H 6.049 -2.218 5.529
H 5.032 -3.577 5.268
H 6.788 -3.797 5.598
H 5.320 -7.906 7.746
H 5.257 -6.903 8.941

=====

The following is a DFT calculation (wB97M-V/def2-TZVPD) of C6H12N3O as an isolated structure in a non-equilibrium geometry.

The net charge is +1. The highest occupied orbital energy is -13.333 eV. The calculation puts the LUMO energy at -2.984 eV. The value obtained for the energy relative to the best compared isomer or geometry (same formula, charge and spin) is 88.42 kcal/mol. For the energy, the calculation gives -12925.6828 eV.

Geometry (Å):
C 1.203 -0.254 0.001
C -0.715 -0.326 0.033
C 0.860 2.171 0.077
C -0.509 1.983 0.726
C -2.847 -1.274 -0.199
C 3.102 -1.536 -0.376
N 1.601 0.898 0.214
N -1.203 0.825 0.254
N -1.366 -1.327 -0.445
O 1.674 -1.428 -0.323
H 0.775 2.419 -0.950
H 1.452 2.977 0.501
H -0.415 1.792 1.805
H -1.082 2.832 0.610
H -3.189 -2.323 0.013
H -3.475 -0.867 -0.975
H -3.025 -0.615 0.623
H 3.573 -0.673 0.076
H 3.350 -1.449 -1.459
H 3.444 -2.510 -0.025
H -2.170 0.897 0.303
H -1.038 -2.213 -0.486